# 1
Below is a cluster of 5 separate species, C34H53Br12N3O5 in total in a non-equilibrium geometry, with properties calculated with ωB97M-V/def2-TZVPD.

Last column: Löwdin charge in e.
Cartesian coordinates (Å):
H (5.87, 1.58, -0.51)  0.0506
Br (6.40, 12.30, -0.40)  0.5964
C (0.17, 10.19, -0.49)  -0.5719
C (-2.41, -1.72, -1.28)  -0.1400
Br (-1.46, -4.44, 8.62)  0.6621
H (1.74, -2.94, -3.01)  0.1532
H (2.58, 8.21, 1.38)  -0.0458
C (-1.24, -4.00, -1.10)  -0.1612
C (-7.98, -2.73, -4.29)  -0.1073
H (-2.26, -4.49, -3.48)  0.1321
C (0.41, -4.34, 0.63)  -0.2043
Br (-0.22, -5.88, 4.73)  0.7016
C (-0.32, -2.04, -2.77)  -0.2581
N (0.99, -0.77, -0.61)  0.1782
H (-1.67, -5.02, -1.47)  0.1513
H (-0.86, -6.54, 9.78)  0.0593
H (-0.43, -4.91, 1.16)  0.0423
C (5.18, 12.17, 1.11)  -0.7010
H (-1.17, -1.43, -4.78)  0.1166
C (-1.05, 9.77, 0.30)  -0.6860
H (3.83, 0.01, -0.10)  0.0497
O (0.33, -4.33, -3.80)  -0.1196
C (-1.64, -4.56, 4.94)  -0.6673
H (0.44, 0.09, -5.42)  0.1205
C (0.07, 1.68, -3.91)  -0.1476
C (-1.57, -2.83, -2.14)  -0.2619
H (-1.79, -3.80, -0.10)  0.0832
H (0.86, 2.30, -4.49)  0.1253
H (0.55, -3.27, 1.05)  0.1321
H (-1.66, -0.24, -3.44)  0.1240
H (-0.81, 9.37, 1.28)  0.0550
H (1.16, 1.45, -1.95)  0.0304
H (-2.66, -2.85, -4.21)  0.1097
H (-0.67, 1.65, -1.75)  0.1375
H (-0.19, -6.54, 8.13)  0.0405
Br (3.76, 0.83, -2.42)  0.6779
H (-0.04, 10.33, -1.55)  0.0608
C (-6.12, -4.27, -0.93)  -0.0506
H (-8.21, -1.62, -4.08)  0.0842
N (0.66, -4.71, -5.06)  -0.0279
C (4.89, 10.72, 1.45)  -0.6104
H (-3.16, -6.08, 4.53)  0.0544
C (0.73, -2.95, -3.59)  -0.1042
H (1.00, -2.52, -4.64)  0.1397
H (2.51, -4.55, 1.42)  0.1086
C (2.80, 7.24, 0.96)  -0.8404
C (-4.60, -4.18, -1.34)  -0.0237
H (2.86, 6.33, 2.91)  0.0640
O (-0.19, 4.00, 0.15)  0.0189
Br (-2.88, -4.85, 2.38)  0.6880
Br (1.58, 8.85, -0.36)  0.6946
C (5.88, 0.49, -0.52)  -0.6963
C (1.01, -5.50, 9.62)  -0.6946
O (0.48, 3.45, -2.08)  -0.1004
C (-6.79, -3.18, -3.29)  -0.2047
H (2.29, -7.10, 2.04)  0.0732
H (4.40, 10.65, 2.42)  0.0609
C (0.67, 3.49, -0.64)  -0.2526
Br (2.20, -4.82, 8.23)  0.5999
H (5.78, 10.09, 1.45)  0.0529
C (-0.80, -0.89, -3.83)  -0.1358
C (0.40, 0.12, -4.25)  -0.1894
H (1.60, 3.01, -0.14)  0.1059
C (0.39, -1.20, -1.58)  -0.1053
H (-1.27, -3.63, 4.52)  0.0628
H (-3.76, -4.41, 4.64)  0.0619
C (-4.13, -3.56, -2.69)  -0.1484
H (6.20, 0.12, 0.46)  0.0592
H (-1.73, 10.62, 0.42)  0.0566
C (-0.30, -5.96, 9.05)  -0.6741
H (1.55, -6.33, 10.07)  0.0587
H (0.73, -7.28, 1.01)  0.0921
H (1.89, 6.82, 0.53)  0.0029
C (0.24, 2.04, -2.35)  -0.2461
C (-2.93, -5.03, 4.31)  -0.6669
H (-6.40, -4.71, 0.09)  0.0843
H (-1.76, -4.45, 6.02)  -0.0470
H (-8.93, -3.30, -3.95)  0.0766
C (1.34, -6.56, 1.69)  -0.1606
H (4.47, 6.61, 2.22)  0.0556
H (-3.84, -4.57, -0.59)  0.0454
Br (-2.08, 8.41, -0.64)  0.6200
Br (4.02, 7.59, -0.53)  0.5649
H (-8.36, -3.85, -1.60)  0.0974
H (4.28, 12.73, 0.84)  0.0480
O (0.15, -4.21, -0.79)  -0.1965
Br (3.62, 9.93, 0.18)  0.4917
Br (3.47, 4.48, 1.39)  0.6507
H (-5.00, -2.62, -4.70)  0.1025
C (-2.63, -3.42, -3.22)  -0.1113
O (0.87, -5.90, -5.02)  0.0495
H (1.44, -0.19, -3.89)  0.0652
C (-7.25, -3.78, -1.89)  -0.0360
H (-0.96, 2.01, -4.29)  0.1211
C (-5.28, -3.06, -3.67)  0.0127
H (0.67, -6.33, 2.60)  -0.0719
N (-3.12, -0.91, -0.70)  0.1599
Br (7.28, -0.06, -1.75)  0.6003
C (3.44, 6.34, 1.99)  -0.6466
C (1.76, -5.23, 0.86)  -0.1881
H (2.14, -5.53, -0.19)  0.1131
H (4.61, -1.16, -1.18)  0.0526
C (4.55, -0.11, -0.91)  -0.6803
H (0.91, -4.70, 10.36)  0.0518
H (0.61, 11.10, -0.08)  0.0609
H (-7.74, -2.94, -5.39)  0.0767
H (5.69, 12.66, 1.93)  0.0519

Results
spin multiplicity	1
LUMO	-0.3	eV
F_max	10.57	eV Å⁻¹
net charge	0
Kohn-Sham gap	7.432	eV
total energy	-891316.3666	eV
HOMO level	-7.689	eV

# 2
Below is a cluster of 2 separate species, C3H10N2O in total in a non-equilibrium geometry, with properties calculated with ωB97M-V/def2-TZVPD.

Last column: natural (NBO) charge in e.
Cartesian coordinates (Å):
H (-1.20, -0.28, -3.19)  0.2600
N (-0.34, 1.03, 0.18)  -0.6016
O (-1.25, -2.45, 6.65)  -0.9421
H (-1.50, 1.00, -1.44)  0.2226
N (1.91, 0.52, -1.74)  -0.8368
H (0.53, 1.38, 0.57)  0.4315
H (2.22, -0.42, -1.53)  0.4142
H (-0.49, -1.96, 6.97)  0.4750
C (-0.18, 0.09, -3.38)  -0.6946
H (-1.11, 0.89, 0.80)  0.4360
C (0.50, 0.52, -2.08)  0.3450
H (0.43, -0.65, -3.90)  0.2608
C (-0.43, 0.94, -1.16)  0.0796
H (2.42, 0.80, -2.59)  0.4052
H (-1.58, -2.10, 5.82)  0.4671
H (-0.47, 0.98, -3.95)  0.2781

Results
spin multiplicity	2
energy relative to the best compared isomer or geometry (same formula, charge and spin)	1.297	eV
<S²>	0.759
LUMO (spin up / spin down)	-3.8 / -7.0	eV
F_max	3.64	eV Å⁻¹
net charge	+1
Kohn-Sham gap (spin up / spin down)	9.569 / 6.304	eV
total energy	-8292.3328	eV
HOMO level (spin up / spin down)	-13.319 / -13.319	eV

# 3
Below is a structure of composition C8H17NO2Si in a non-equilibrium geometry, with properties calculated with ωB97M-V/def2-TZVPD.

Last column: natural (NBO) charge in e.
Cartesian coordinates (Å):
N (0.28, 1.03, 1.44)  -0.6958
H (-0.13, -1.28, -3.50)  0.2351
H (-2.58, -0.24, -0.65)  0.2471
C (-0.27, -1.31, 1.20)  -0.4378
H (-1.63, -0.76, 2.81)  0.1910
C (-0.06, 0.57, 2.82)  -0.2214
C (-0.64, -0.87, 2.66)  -0.4134
H (0.24, 2.53, -1.66)  0.2350
C (-2.09, 0.36, -1.40)  -1.1634
Si (-0.24, 0.15, -1.52)  1.6420
H (-2.57, 0.26, -2.31)  0.2452
H (-1.12, -1.60, 0.64)  0.2071
C (1.94, -0.30, 0.32)  0.7212
H (0.94, 0.32, 3.44)  0.1648
H (-0.33, -1.46, 3.41)  0.2053
C (0.57, -0.15, 0.69)  -0.1948
H (-2.50, 1.26, -0.99)  0.2452
H (-0.52, -2.21, -2.08)  0.2429
H (1.24, -1.58, -2.50)  0.2707
C (0.58, 1.72, -2.17)  -1.1413
H (0.35, 2.01, -3.28)  0.2477
O (2.72, 0.81, 0.52)  -0.6996
H (-0.77, 1.09, 3.48)  0.2135
H (0.46, -2.17, 1.16)  0.2423
H (2.34, 1.32, 1.26)  0.5044
H (1.65, 1.48, -2.31)  0.2606
H (-0.29, 1.80, 1.18)  0.3859
O (2.34, -1.34, -0.15)  -0.6190
C (0.09, -1.44, -2.50)  -1.1205

Results
spin multiplicity	1
energy relative to the best compared isomer or geometry (same formula, charge and spin)	2.957	eV
LUMO	0.6	eV
F_max	5.38	eV Å⁻¹
net charge	0
Kohn-Sham gap	9.048	eV
total energy	-22033.0608	eV
HOMO level	-8.487	eV